Entry 1:
Computed, not measured: a cluster of 2 separate species, C5H9P in total in a non-equilibrium geometry, with ωB97M-V with the def2-TZVPD basis set.

Gap between HOMO and LUMO (spin up / spin down), eV: 7.292 / 6.939
Electronic energy, a.u.: -536.907497
Spin multiplicity: 1
Energy relative to the best compared isomer or geometry (same formula, charge and spin), eV: 8.322
HOMO (spin up / spin down), Ha: -0.3055 / -0.2892

Cartesian coordinates (Å):
1 P -0.603 -0.363 -0.230
2 C 1.018 0.241 -0.860
3 C -1.538 1.083 0.058
4 C 0.949 0.080 0.678
5 C -1.299 -1.882 0.162
6 C 2.082 -0.464 -0.134
7 H 2.068 -1.609 -0.046
8 H -0.377 -2.522 -0.058
9 H 3.046 0.090 -0.099
10 H 0.597 2.749 -0.806
11 H -0.824 1.985 -0.361
12 H 0.891 0.795 1.501
13 H -1.444 1.229 1.064
14 H -2.572 0.961 -0.296
15 H -1.993 -2.373 -0.573

Per-atom Mulliken charges, elementary charge units: atom 1 (P): 0.570, atom 2 (C): -0.385, atom 3 (C): -0.725, atom 4 (C): -0.173, atom 5 (C): -0.841, atom 6 (C): -0.379, atom 7 (H): 0.187, atom 8 (H): 0.155, atom 9 (H): 0.253, atom 10 (H): 0.127, atom 11 (H): -0.036, atom 12 (H): 0.283, atom 13 (H): 0.346, atom 14 (H): 0.339, atom 15 (H): 0.279

=====

Entry 2:
Computed, not measured: a structure of composition C22H22ClN4O3PdSSe in a non-equilibrium geometry, with ωB97M-V with the def2-TZVPD basis set.

Gap between HOMO and LUMO (spin up / spin down), eV: 5.497 / 5.552
Electronic energy, a.u.: -4683.737750
Spin multiplicity: 1
Charge: +1
Energy relative to the best compared isomer or geometry (same formula, charge and spin), eV: 1.714
HOMO (spin up / spin down), Ha: -0.3741 / -0.3742

Cartesian coordinates (Å):
1 Pd 0.409 0.545 -0.122
2 Se 0.857 -2.791 -0.770
3 Cl -6.647 0.420 2.589
4 S 1.613 2.376 -1.107
5 O -1.075 -1.149 0.105
6 O 1.027 0.565 2.116
7 O -1.572 1.662 -0.020
8 N 1.604 -1.211 -1.102
9 N 2.078 0.143 4.035
10 N -0.320 4.100 -1.570
11 N 2.400 -3.591 -0.729
12 C 0.440 3.505 -0.616
13 C -3.605 2.348 0.894
14 C 2.930 -1.373 -1.200
15 C 1.039 0.899 4.710
16 C 2.937 -0.876 1.978
17 C -4.801 2.068 1.487
18 C -0.662 4.894 1.011
19 C -2.196 -1.135 0.637
20 C -5.136 0.745 1.824
21 C 5.639 -2.013 -1.247
22 C 0.266 3.932 0.716
23 C 5.197 -0.698 -1.511
24 C 3.377 -2.725 -0.968
25 C 1.959 -0.005 2.717
26 C -1.447 5.455 -0.016
27 C -3.027 -0.018 0.909
28 C 3.872 -0.366 -1.481
29 C -2.651 1.332 0.567
30 C 4.757 -3.021 -0.987
31 C 3.158 -0.422 4.819
32 C -4.263 -0.271 1.543
33 C -1.252 5.034 -1.298
34 H 1.054 1.937 4.378
35 H 3.030 -1.499 4.951
36 H 0.877 3.474 1.479
37 H 3.164 0.044 5.800
38 H -0.800 5.234 2.025
39 H 0.061 0.479 4.469
40 H 3.457 -0.283 1.223
41 H -2.621 -2.106 0.941
42 H 6.699 -2.215 -1.267
43 H 5.930 0.059 -1.747
44 H -1.817 5.417 -2.133
45 H -0.188 3.782 -2.525
46 H 4.122 -0.222 4.351
47 H 1.191 0.858 5.783
48 H 2.360 -1.649 1.469
49 H -4.519 -1.288 1.798
50 H 3.658 -1.362 2.620
51 H 3.526 0.638 -1.681
52 H 5.079 -4.034 -0.813
53 H -3.354 3.363 0.625
54 H -5.506 2.855 1.706
55 H -2.189 6.203 0.205

Per-atom Mulliken charges, elementary charge units: atom 1 (Pd): 0.926, atom 2 (Se): 0.365, atom 3 (Cl): -0.214, atom 4 (S): -0.436, atom 5 (O): -0.473, atom 6 (O): -0.374, atom 7 (O): -0.578, atom 8 (N): -0.652, atom 9 (N): 0.111, atom 10 (N): 0.012, atom 11 (N): -0.761, atom 12 (C): 0.441, atom 13 (C): -0.311, atom 14 (C): 1.086, atom 15 (C): -0.779, atom 16 (C): -0.403, atom 17 (C): -0.664, atom 18 (C): -0.250, atom 19 (C): -0.273, atom 20 (C): 0.147, atom 21 (C): -0.543, atom 22 (C): -0.192, atom 23 (C): -0.650, atom 24 (C): 1.119, atom 25 (C): -0.124, atom 26 (C): -0.683, atom 27 (C): 0.842, atom 28 (C): -0.482, atom 29 (C): 0.214, atom 30 (C): -0.872, atom 31 (C): -0.977, atom 32 (C): -0.946, atom 33 (C): -0.203, atom 34 (H): 0.240, atom 35 (H): 0.349, atom 36 (H): 0.313, atom 37 (H): 0.326, atom 38 (H): 0.431, atom 39 (H): 0.283, atom 40 (H): 0.044, atom 41 (H): 0.362, atom 42 (H): 0.416, atom 43 (H): 0.433, atom 44 (H): 0.424, atom 45 (H): 0.264, atom 46 (H): 0.375, atom 47 (H): 0.318, atom 48 (H): -0.006, atom 49 (H): 0.400, atom 50 (H): 0.679, atom 51 (H): 0.189, atom 52 (H): 0.473, atom 53 (H): 0.370, atom 54 (H): 0.437, atom 55 (H): 0.455

=====

Entry 3:
Computed, not measured: an isolated molecule of C22H27N3O3, with ωB97M-V with the def2-TZVPD basis set.

Gap between HOMO and LUMO, eV: 8.713
Electronic energy, a.u.: -1244.463003
Structure (SMILES): CC/C(=N/NC(=O)c1ccccc1)c1ccc(OCCN2CCOCC2)cc1
Spin multiplicity: 1
Energy relative to the best compared isomer or geometry (same formula, charge and spin), eV: 4.688
HOMO, Ha: -0.2914

Cartesian coordinates (Å):
1 O -1.300 1.483 -2.014
2 O 3.830 -0.776 5.354
3 O 2.423 -1.457 -0.040
4 N -3.505 1.123 -0.203
5 N 3.472 -0.180 2.559
6 N -3.363 0.669 -1.492
7 C -2.328 0.924 -2.343
8 C 3.681 -0.864 0.190
9 C 1.273 -0.752 0.158
10 C 2.450 -0.850 3.348
11 C -2.859 -0.552 -6.313
12 C -0.049 1.143 0.809
13 C 1.186 0.542 0.658
14 C -2.543 1.105 0.632
15 C -1.126 -0.815 -0.043
16 C -2.834 1.732 1.967
17 C -2.564 0.417 -3.727
18 C 3.043 -1.618 4.537
19 C -3.931 0.040 -5.667
20 C -2.622 0.743 3.111
21 C -1.221 0.486 0.452
22 C 0.099 -1.426 -0.185
23 C -1.484 -0.157 -4.390
24 C 4.867 -0.174 4.609
25 C 4.300 0.632 3.434
26 C 4.188 -1.041 1.633
27 C -1.633 -0.647 -5.674
28 C -3.789 0.521 -4.378
29 H 2.071 1.079 0.958
30 H 0.177 -2.432 -0.566
31 H 3.658 -2.458 4.175
32 H 1.772 -0.079 3.726
33 H 5.556 -0.949 4.235
34 H -1.595 0.384 3.123
35 H 5.252 -0.788 1.634
36 H 5.107 1.085 2.857
37 H -4.628 1.008 -3.899
38 H -0.094 2.155 1.181
39 H -2.172 2.591 2.103
40 H -0.793 -1.100 -6.179
41 H 3.664 1.429 3.832
42 H -2.836 1.221 4.064
43 H 2.252 -2.010 5.178
44 H -2.024 -1.356 -0.307
45 H -0.535 -0.213 -3.878
46 H -2.976 -0.930 -7.318
47 H -4.883 0.130 -6.171
48 H 5.404 0.473 5.305
49 H 3.675 0.196 -0.080
50 H -3.284 -0.112 2.997
51 H -4.253 0.398 -1.889
52 H 1.883 -1.527 2.709
53 H 4.092 -2.102 1.895
54 H 4.364 -1.395 -0.482
55 H -3.863 2.091 1.959

Per-atom Mulliken charges, elementary charge units: atom 1 (O): -0.576, atom 2 (O): -0.395, atom 3 (O): -0.458, atom 4 (N): -1.057, atom 5 (N): 0.363, atom 6 (N): 0.165, atom 7 (C): 0.673, atom 8 (C): -0.913, atom 9 (C): 0.462, atom 10 (C): -0.638, atom 11 (C): -0.394, atom 12 (C): -0.505, atom 13 (C): -0.035, atom 14 (C): -0.182, atom 15 (C): 0.201, atom 16 (C): -0.605, atom 17 (C): 0.317, atom 18 (C): -0.638, atom 19 (C): -0.695, atom 20 (C): -0.940, atom 21 (C): 0.257, atom 22 (C): -1.050, atom 23 (C): -0.522, atom 24 (C): -0.454, atom 25 (C): -0.882, atom 26 (C): -0.571, atom 27 (C): -0.553, atom 28 (C): -0.299, atom 29 (H): 0.386, atom 30 (H): 0.483, atom 31 (H): 0.299, atom 32 (H): 0.327, atom 33 (H): 0.307, atom 34 (H): 0.104, atom 35 (H): 0.519, atom 36 (H): 0.499, atom 37 (H): 0.429, atom 38 (H): 0.453, atom 39 (H): 0.303, atom 40 (H): 0.387, atom 41 (H): 0.336, atom 42 (H): 0.402, atom 43 (H): 0.379, atom 44 (H): 0.460, atom 45 (H): 0.453, atom 46 (H): 0.379, atom 47 (H): 0.385, atom 48 (H): 0.359, atom 49 (H): 0.356, atom 50 (H): 0.302, atom 51 (H): 0.297, atom 52 (H): 0.259, atom 53 (H): 0.204, atom 54 (H): 0.457, atom 55 (H): 0.400

=====

Entry 4:
Computed, not measured: a cluster of 2 separate species, C5H12N2O in total in a non-equilibrium geometry, with ωB97M-V with the def2-TZVPD basis set.

Gap between HOMO and LUMO, eV: 7.716
Electronic energy, a.u.: -382.296181
Structure (SMILES): C/C=[NH+]/[O-].C/C=C\N
Spin multiplicity: 1
Energy relative to the best compared isomer or geometry (same formula, charge and spin), eV: 5.615
HOMO, Ha: -0.2875

Cartesian coordinates (Å):
1 O -1.649 0.951 -1.397
2 N 0.811 -0.723 -1.571
3 N -2.344 0.801 -0.149
4 C 1.862 -0.614 -0.678
5 C -1.335 -1.111 1.064
6 C -2.055 -0.487 -0.063
7 C 2.011 0.275 0.316
8 C 1.135 1.463 0.593
9 H -1.951 1.396 0.581
10 H -2.437 -1.100 -0.868
11 H 1.736 2.374 0.674
12 H -0.266 -1.144 0.820
13 H -1.443 -0.526 1.980
14 H 0.125 0.027 -1.626
15 H 0.396 1.626 -0.193
16 H 1.015 -1.156 -2.456
17 H 0.600 1.361 1.545
18 H 2.862 0.135 0.971
19 H 2.594 -1.410 -0.774
20 H -1.667 -2.136 1.229

Per-atom Mulliken charges, elementary charge units: atom 1 (O): -0.612, atom 2 (N): -0.312, atom 3 (N): -0.166, atom 4 (C): -0.323, atom 5 (C): -0.792, atom 6 (C): 0.080, atom 7 (C): -0.182, atom 8 (C): -0.856, atom 9 (H): 0.341, atom 10 (H): 0.381, atom 11 (H): 0.366, atom 12 (H): 0.130, atom 13 (H): 0.310, atom 14 (H): 0.096, atom 15 (H): 0.225, atom 16 (H): 0.204, atom 17 (H): 0.162, atom 18 (H): 0.306, atom 19 (H): 0.309, atom 20 (H): 0.334

=====

Entry 5:
Computed, not measured: an isolated molecule of C5H8N2, with ωB97M-V with the def2-TZVPD basis set.

Gap between HOMO and LUMO (spin up / spin down), eV: 7.942 / 7.943
Electronic energy, a.u.: -304.674720
Spin multiplicity: 1
Energy relative to the best compared isomer or geometry (same formula, charge and spin), eV: 4.375
HOMO (spin up / spin down), Ha: -0.2934 / -0.2934

Cartesian coordinates (Å):
1 N 0.233 -0.985 -0.481
2 N 0.921 0.010 -0.108
3 C 2.284 -0.178 0.381
4 C -1.036 -0.360 -0.867
5 C 0.302 1.253 -0.245
6 C -0.916 1.132 -0.879
7 C -2.043 -0.380 0.347
8 H -1.471 -0.934 -1.692
9 H 2.602 0.743 0.871
10 H 0.793 2.105 0.208
11 H -1.840 0.420 1.066
12 H 2.305 -1.015 1.079
13 H 2.938 -0.387 -0.470
14 H -3.032 -0.165 -0.058
15 H -2.010 -1.342 0.853

Per-atom Mulliken charges, elementary charge units: atom 1 (N): -0.773, atom 2 (N): 0.745, atom 3 (C): -0.754, atom 4 (C): 0.302, atom 5 (C): -0.032, atom 6 (C): -0.979, atom 7 (C): -1.105, atom 8 (H): 0.436, atom 9 (H): 0.275, atom 10 (H): 0.330, atom 11 (H): 0.300, atom 12 (H): 0.297, atom 13 (H): 0.300, atom 14 (H): 0.296, atom 15 (H): 0.362

=====

Entry 6:
Computed, not measured: an isolated molecule of C4H7N3O in a non-equilibrium geometry, with ωB97M-V with the def2-TZVPD basis set.

Gap between HOMO and LUMO, eV: 9.395
Electronic energy, a.u.: -395.890771
Structure (SMILES): [H]/N=c1/c(C)con1N
Spin multiplicity: 1
Energy relative to the best compared isomer or geometry (same formula, charge and spin), eV: 7.011
HOMO, Ha: -0.3156

Cartesian coordinates (Å):
1 O -0.076 1.528 1.176
2 N 1.660 0.192 2.021
3 N 0.910 0.545 0.866
4 N 1.448 -1.339 -0.291
5 C -1.609 -0.405 -1.663
6 C 0.737 -0.313 -0.158
7 C -0.520 0.331 -0.831
8 C -0.874 1.354 0.006
9 H 2.659 0.327 2.019
10 H 1.798 -1.389 0.918
11 H -2.303 -1.330 -1.386
12 H -1.901 1.742 -0.334
13 H -0.852 -0.925 -2.515
14 H 1.216 -0.619 2.336
15 H -2.295 0.301 -2.165

Per-atom Mulliken charges, elementary charge units: atom 1 (O): -0.338, atom 2 (N): -0.753, atom 3 (N): 0.435, atom 4 (N): -0.722, atom 5 (C): -1.033, atom 6 (C): 0.457, atom 7 (C): 0.219, atom 8 (C): -0.330, atom 9 (H): 0.243, atom 10 (H): 0.346, atom 11 (H): 0.258, atom 12 (H): 0.319, atom 13 (H): 0.243, atom 14 (H): 0.296, atom 15 (H): 0.360